C16H4Br2Cl5N2OSbSe5Tc as an isolated structure in a non-equilibrium geometry. Source: the OMol25 dataset; level of theory: ωB97M-V/def2-TZVPD.

```
37
Properties=species:S:1:pos:R:3:nbo_charge:R:1
Tc -0.87 0.44 -0.51 0.398
Br 3.95 -0.94 -0.16 0.131
C 2.84 -0.50 1.29 -0.132
C 3.33 -0.55 2.61 -0.227
C 2.52 -0.24 3.67 -0.063
Br 3.23 -0.35 5.41 0.123
C 1.17 0.14 3.47 -0.116
C 0.25 0.47 4.48 -0.067
C -1.03 0.82 4.13 -0.258
C -1.40 0.85 2.78 0.119
N -0.57 0.54 1.80 -0.464
C 0.70 0.19 2.15 0.110
C 1.53 -0.13 1.06 0.319
O 0.97 -0.06 -0.15 -0.647
H 4.35 -0.85 2.77 0.259
H 0.55 0.45 5.52 0.250
H -1.77 1.08 4.87 0.249
H -2.41 1.12 2.50 0.229
Cl -2.05 -1.04 -3.85 0.107
C -0.85 0.18 -3.70 -0.031
C -0.67 0.83 -2.47 -0.267
C 0.18 1.93 -2.48 0.078
Cl 0.21 2.81 -0.95 0.146
C 0.98 2.33 -3.52 -0.147
Cl 2.06 3.64 -3.38 0.116
C 0.83 1.62 -4.72 -0.030
Cl 1.75 2.06 -6.07 0.133
C -0.10 0.56 -4.81 -0.096
Cl -0.31 -0.24 -6.31 0.110
Se -4.52 -1.66 2.50 -0.387
Sb -4.61 -1.00 0.29 0.969
Se -3.13 1.09 -0.07 -0.108
Se -1.48 -1.75 -0.76 0.438
Se -5.63 -1.69 -1.65 -0.342
Se 0.55 -2.58 -1.55 0.374
C -0.08 -4.26 -1.96 -0.053
N -0.45 -5.31 -2.24 -0.225
```

Its max |F| is 1.6 eV/A. Its calculated total energy is -20573.81636 Ha. Its charge is +1.